1.
{"formula": "C5H6O", "method": "wB97M-V/def2-TZVPD", "lumo_ev": -0.5, "gap_ev": 8.301, "e_tot_ev": -7324.35926, "e_above_lowest_kj_mol": 475.2, "fmax_ha_per_bohr": 0.1115, "mol_weight_g_mol": 82.10, "homo_ev": -8.8, "species": ["C", "C", "O", "H", "H", "C", "C", "C", "H", "H", "H", "H"], "coordinates": [[-2.55743, -0.43814, -0.66802], [-1.22645, -0.48540, -0.77763], [-0.43301, -0.86721, -1.57562], [-3.19890, -0.95919, -1.36396], [-3.08753, 0.46870, -0.44532], [0.49533, 0.02934, 2.03273], [0.84387, 0.19162, 0.87084], [1.92083, 0.47943, -0.08028], [0.68461, 0.00675, 3.07510], [2.91774, 0.13930, 0.19549], [1.67862, -0.11174, -0.96366], [1.96232, 1.54654, -0.29966]], "atomic_forces_ev_per_a": [[-0.17, 2.03, 1.10], [-1.96, -2.26, -4.90], [0.96, 0.79, 2.62], [0.81, -0.92, -0.14], [0.25, 0.24, 1.25], [1.03, 0.40, -2.30], [0.85, 0.06, 3.37], [-0.75, -0.46, -1.48], [-0.95, -0.24, 0.48], [-0.22, -0.02, 0.72], [0.22, 0.49, -0.52], [-0.07, -0.12, -0.21]]}

***

2.
{"formula": "C5H6O", "method": "wB97M-V/def2-TZVPD", "lumo_ev": 1.0, "gap_ev": 10.535, "e_tot_ev": -7326.57616, "e_above_lowest_kj_mol": 261.3, "fmax_ha_per_bohr": 0.0102, "mol_weight_g_mol": 82.10, "homo_ev": -9.5, "species": ["C", "C", "C", "C", "C", "O", "H", "H", "H", "H", "H", "H"], "coordinates": [[-2.69873, -0.12068, 0.09529], [-1.23936, -0.15756, -0.00958], [-0.04221, -0.05119, -0.11301], [1.32179, 0.39976, -0.31554], [2.52298, -0.21216, 0.26248], [2.20248, -0.38756, -1.10557], [-3.14931, -0.02312, -0.89847], [-3.11875, -1.00686, 0.57917], [-2.98708, 0.75835, 0.68267], [1.36726, 1.46910, -0.52831], [2.43933, -1.09836, 0.88808], [3.38158, 0.43028, 0.46278]], "atomic_forces_ev_per_a": [[-0.06, -0.01, 0.00], [0.50, 0.15, -0.01], [-0.51, 0.11, 0.02], [-0.18, 0.19, 0.04], [0.11, -0.01, 0.30], [0.06, -0.09, -0.19], [0.07, -0.05, 0.17], [0.14, 0.08, -0.07], [0.00, -0.17, -0.09], [0.06, -0.17, -0.02], [-0.07, 0.09, -0.12], [-0.14, -0.13, -0.04]]}